C5H26NO8S | ωB97M-V/def2-TZVPD

```
41
Properties=species:S:1:pos:R:3
C -1.52722 2.46707 1.71707
C -2.83628 1.61504 1.85296
S -3.16744 0.24305 3.00421
C -0.49235 1.52453 1.10203
N -0.63132 1.47023 -0.38595
C 0.62106 1.77187 -1.08312
C 1.27021 0.52041 -1.71456
O 0.99499 -0.57410 -0.92643
H -1.84808 3.28861 1.15662
H -1.16847 2.87704 2.71423
H -3.69271 2.25746 1.80885
H -2.78542 1.02417 0.92046
H -3.44437 -0.79699 2.23079
H -0.43050 0.49303 1.44255
H 0.45201 1.99137 1.43371
H -0.94372 0.55908 -0.71944
H 0.50613 2.63887 -1.83090
H 1.24054 2.40060 -0.38063
H 0.88718 0.36738 -2.76110
H 2.34614 0.54116 -1.81813
H 3.04299 -0.94188 3.17123
H 3.42332 0.41651 2.48062
O 2.70564 -0.14920 2.76723
H -0.02722 -1.09354 -1.34767
H -0.27890 -2.23984 -2.29654
O -0.97769 -1.73068 -1.88769
H 0.67539 -2.94184 0.57398
H -0.49181 -2.95460 -0.63449
O 0.34231 -3.24900 -0.25354
H 3.57644 -2.03907 -0.11146
H 2.43307 -2.95026 -0.42594
O 3.34143 -2.99074 -0.10123
H 3.59112 0.08742 -0.49610
H 2.63352 -0.56025 0.40015
O 3.60755 -0.28874 0.39534
H -1.95512 1.27350 -2.97721
H -1.58554 -0.29077 -2.77843
O -2.02611 0.38679 -3.34261
H -2.15356 -0.87252 0.06546
H -2.62515 -1.84828 -0.95398
O -2.60205 -1.70289 -0.01032
```

Its gap between HOMO and LUMO is 8.847 eV. As for the lowest unoccupied orbital energy: 2.9 eV. The calculated total energy is -34312.13752 eV. Its spin multiplicity is 1. The calculation puts the HOMO energy at -5.9 eV. The largest force on an atom comes out at 4.6 eV Å⁻¹. As for the net charge: -1.

***

C30H25CdCl4N5O5S | ωB97M-V/def2-TZVPD

```
71
Properties=species:S:1:pos:R:3
Cd 0.29371 -1.02215 1.67311
C 1.51279 -2.46885 -1.99935
O 0.42465 -3.26222 -2.52343
C -0.85311 -2.92953 -2.09954
C -1.86191 -3.04245 -3.02785
C -3.18403 -2.72203 -2.70659
C -3.44701 -2.24898 -1.43902
C -2.44456 -2.12614 -0.46978
C -2.84713 -1.59906 0.82574
N -2.04489 -1.22465 1.74146
N -2.60517 -0.71647 2.90071
C -1.71590 -0.77165 3.87643
O -0.55792 -1.27589 3.84087
C -2.14859 -0.11595 5.15978
C -3.48684 0.12544 5.45720
C -3.83867 0.73960 6.65041
C -2.85562 1.12928 7.55274
C -1.51934 0.89770 7.25403
C -1.16731 0.27143 6.06616
C -1.10500 -2.54879 -0.74010
O -0.17434 -2.63305 0.13466
H 2.32037 -2.56278 -2.72724
H 1.82565 -2.80550 -1.01902
H 1.21553 -1.42345 -1.92365
H -1.61068 -3.38686 -4.02618
H -3.96876 -2.81311 -3.44673
H -4.45617 -1.95275 -1.16842
H -3.92152 -1.50373 1.01525
H -4.23512 -0.17105 4.73434
H -4.88374 0.91967 6.87701
H -3.13062 1.61547 8.48208
H -0.74649 1.21091 7.94635
H -0.13440 0.08324 5.80229
Cl 4.94659 4.18796 1.83584
C 4.16974 2.66763 1.48060
C 4.60665 1.89093 0.43139
Cl 5.92730 2.42397 -0.57307
C 3.98920 0.65044 0.18508
Cl 4.48804 -0.31990 -1.17602
C 2.93461 0.16357 0.95748
O 2.33186 -0.94743 0.70851
C 2.45473 0.99856 2.05865
O 1.44476 0.59660 2.74348
C 3.10487 2.21562 2.28214
Cl 2.50780 3.20917 3.58608
C 1.55542 5.02117 0.25139
C 0.90534 3.67238 0.15254
C 1.31881 2.73677 -0.78506
C 0.77758 1.46109 -0.75490
N -0.15549 1.08260 0.11680
C -0.58298 1.99518 0.99159
C -0.08739 3.28468 1.04634
H 2.03077 5.30088 -0.68935
H 2.32916 4.99907 1.02262
H 0.83240 5.79096 0.52777
H 2.09901 2.97255 -1.49878
H 1.12375 0.70493 -1.44885
H -1.33614 1.66044 1.69876
H -0.43766 3.96366 1.81407
S -0.09612 0.51594 -4.54305
C 0.12393 -0.81065 -5.50382
N -0.10892 -0.85249 -6.86400
C 0.49414 -2.04708 -7.43424
C 0.44887 -2.98335 -6.22597
N 0.55997 -2.03363 -5.13519
H -0.06971 0.03442 -7.33656
H 1.53056 -1.87035 -7.74643
H -0.07443 -2.42657 -8.28283
H 1.26350 -3.70583 -6.21580
H -0.50380 -3.52499 -6.18683
H 0.50544 -2.34456 -4.16407
```

Its gap between HOMO and LUMO is 5.216 eV. As for the lowest unoccupied orbital energy: 3.8 eV. The calculated total energy is -114696.78932 eV. Its spin multiplicity is 1. The calculation puts the HOMO energy at -1.4 eV. The largest force on an atom comes out at 0.1 eV Å⁻¹. As for the net charge: -2.

***

C5H6N4 | ωB97M-V/def2-TZVPD

```
15
Properties=species:S:1:pos:R:3
C -0.74571 1.88880 0.71274
C -0.17837 0.98724 -0.22215
C 2.05510 0.25216 -0.18212
C 0.66611 -1.49136 0.64665
C -0.83422 -0.18540 -0.69072
H -0.16017 2.67275 1.29639
H -1.91346 2.03192 0.79365
H 3.02481 0.23916 -0.55224
H 0.85302 -2.37347 1.23725
H -1.05974 -2.16289 0.00430
H -2.33791 -0.86580 -1.62434
N 1.21518 1.11000 -0.76106
N 1.71260 -0.69670 0.86966
N -0.33373 -1.47249 -0.30569
N -1.96354 0.06608 -1.22234
```

Its gap between HOMO and LUMO is 9.475 eV. As for the lowest unoccupied orbital energy: 0.4 eV. The calculated total energy is -11239.27297 eV. Its spin multiplicity is 1. The calculation puts the HOMO energy at -9.0 eV. The largest force on an atom comes out at 5.8 eV Å⁻¹.

***

C17H22BCl2MoN8 | ωB97M-V/def2-TZVPD

```
51
Properties=species:S:1:pos:R:3
Mo -1.74468 0.91837 -0.72647
C -0.31127 2.93966 -3.40544
C 0.51826 2.23244 -2.40049
C 1.86587 2.32541 -2.21265
C 2.18997 1.49120 -1.13577
N 1.09712 0.91539 -0.64266
N 0.01406 1.35826 -1.41643
B 0.84945 -0.23970 0.40030
N -0.02498 0.35345 1.53301
C 0.10754 0.45427 2.85710
C -1.05954 0.97397 3.41219
C -1.92329 1.20111 2.36740
C -3.30065 1.74770 2.40292
N -1.26535 0.84277 1.19315
N 0.00603 -1.34559 -0.29218
C 0.31287 -2.60932 -0.60834
C -0.80150 -3.24622 -1.12921
C -1.81308 -2.30782 -1.14518
C -3.22858 -2.52292 -1.54973
N -1.31489 -1.11594 -0.66393
N 2.12244 -0.86136 1.00951
C 2.15190 -1.94733 1.94062
C 3.43836 -2.18358 2.25723
C 4.19785 -1.23570 1.51118
C 5.62546 -1.01106 1.44513
N 3.31499 -0.43929 0.75340
H 0.24147 3.80601 -3.76587
H -1.26153 3.29167 -3.00558
H -0.50122 2.30115 -4.27243
H 2.55495 2.93344 -2.77881
H 3.15728 1.27519 -0.71173
H 1.01941 0.16037 3.35694
H -1.24831 1.16034 4.45831
H -3.74208 1.54799 3.37905
H -3.95533 1.31549 1.64477
H -3.28444 2.83501 2.27651
H 1.30617 -3.00457 -0.45237
H -0.87060 -4.27560 -1.44464
H -3.40632 -3.59173 -1.65817
H -3.45883 -2.07984 -2.52092
H -3.92502 -2.16437 -0.78874
H 1.24016 -2.42553 2.26823
H 3.82854 -2.93348 2.92879
H 6.19304 -1.72352 2.03656
H 5.84974 0.01629 1.78145
H 5.96251 -1.01716 0.39716
Cl -2.44520 0.47348 -3.10731
C -3.57384 0.79649 -1.85119
Cl -2.44827 3.01578 -0.46284
H -4.08737 -0.09248 -1.47116
H -4.16927 1.69140 -1.99067
```

Its gap between HOMO and LUMO (spin up / spin down) is 5.837 / 5.834 eV. As for the lowest unoccupied orbital energy (spin up / spin down): -16.3 / -16.3 eV. The calculated total energy is -57439.96490 eV. Its spin multiplicity is 2. The calculation puts the HOMO energy (spin up / spin down) at -22.1 / -22.1 eV. The largest force on an atom comes out at 0.2 eV Å⁻¹. As for the net charge: +4.

***

- Which of these has the highest calculated total energy?
  C5H6N4

***

- Which value of spin multiplicity does entry 4 give?
  2